# C30H55N4O2P2Pd

C30H55N4O2P2Pd as an isolated structure (ωB97M-V/def2-TZVPD, OMol25).

XYZ file:
```
94
Properties=species:S:1:pos:R:3:forces:R:3:lowdin_charge:R:1
C 2.35625 -1.27139 -2.01340 -0.0373 -0.4573 0.1239 -0.293
C 1.72902 0.86573 -2.84498 0.4019 -0.7756 -0.4705 -0.318
C 3.15313 -1.52798 -3.14230 -0.0684 0.4202 0.1478 0.034
C 2.39098 0.55452 -4.08394 -0.3576 0.3458 0.6358 0.049
C 3.12398 -0.62377 -4.20919 -0.2391 -0.1457 0.1911 0.018
H 3.79604 -2.40460 -3.13519 -0.2380 0.0743 -0.2346 0.142
H 2.30318 1.27508 -4.89525 0.2258 -0.1670 0.1427 0.138
H 3.65418 -0.86841 -5.13227 -0.1218 0.2420 0.2871 0.142
N 1.65937 -0.14009 -1.89669 0.7364 0.1414 0.2153 0.000
P 0.62288 -2.25684 -0.00594 0.8245 -3.4205 -0.2923 1.180
P 0.53722 2.48282 -0.88603 0.4254 2.9563 -1.0209 1.172
C 2.23940 -2.32162 -0.89468 0.2582 0.9297 -0.3739 -0.230
H 2.39560 -3.32277 -1.31787 -0.1886 0.1678 0.1270 0.106
H 3.03409 -2.17890 -0.14615 -0.1066 0.1287 -0.2580 0.104
C 1.20079 2.13258 -2.52670 -0.2220 -0.2221 -0.7019 -0.138
H 1.38896 2.95207 -3.24772 -0.3709 -0.5681 0.5009 0.114
C -1.23048 3.20677 -0.70666 -1.1508 0.0743 0.0200 -0.631
C 1.82943 3.79998 -0.39030 0.4207 -0.0078 0.7214 -0.635
C -0.46491 -3.46528 -1.01196 -1.1274 0.0252 -0.5415 -0.637
C 1.01811 -3.12697 1.62852 -0.2307 0.4841 0.8510 -0.657
C -2.13509 2.21656 0.04753 0.3025 -0.4381 0.0921 -0.098
H -1.69968 1.89791 1.00267 -0.2238 0.2311 -0.1648 0.046
H -3.08817 2.72185 0.25791 0.2262 -0.1957 -0.0918 0.115
H -2.34331 1.32276 -0.55455 -0.0366 0.1248 0.0858 0.042
C -1.28404 4.53577 0.06081 0.4982 0.1934 0.2523 -0.062
H -0.96388 4.42139 1.10134 -0.1075 0.0332 -0.2326 0.087
H -0.71175 5.33814 -0.41467 -0.1467 -0.2057 0.1124 0.080
H -2.33110 4.87043 0.10213 0.2040 -0.2771 -0.1984 0.118
C -1.82345 3.38994 -2.10281 0.2385 -0.1424 -0.4930 -0.070
H -2.81348 3.86236 -1.99662 0.3292 -0.1028 0.0284 0.123
H -1.20561 4.02044 -2.75574 -0.1994 -0.0646 0.1094 0.099
H -1.97546 2.41480 -2.57680 0.1080 0.3024 0.1258 0.045
C 1.64702 4.28822 1.05512 -0.0327 0.1047 0.2153 -0.073
H 1.35300 3.47708 1.72496 0.0539 0.2595 0.0735 0.062
H 2.61223 4.68023 1.40348 -0.2570 -0.1062 -0.0384 0.112
H 0.92045 5.10029 1.12965 0.2449 -0.2624 0.0545 0.073
C 3.21865 3.14004 -0.47425 0.0640 -0.2455 -0.1612 -0.081
H 3.27464 2.25429 0.16938 0.1104 0.0898 -0.0830 0.073
H 3.47858 2.85489 -1.49833 0.0196 -0.0062 0.1225 0.084
H 3.98151 3.85709 -0.12929 -0.3522 -0.2430 -0.1167 0.112
C 1.79112 5.02275 -1.33883 -0.1623 0.2137 -0.3167 -0.042
H 1.43100 4.79420 -2.34604 0.1152 0.1470 0.0878 0.071
H 1.18281 5.84790 -0.94392 0.1468 -0.3914 -0.1166 0.088
H 2.81771 5.41054 -1.43936 -0.3091 -0.2001 0.0317 0.114
C -0.28365 -3.46399 2.37609 -0.1862 -0.0448 0.1019 -0.068
H -0.02178 -3.82642 3.38295 -0.0214 0.1373 -0.3132 0.113
H -0.93170 -2.58462 2.49722 0.1059 -0.1610 -0.0108 0.087
H -0.86362 -4.26036 1.89336 0.2485 0.2593 0.1715 0.073
C 1.84343 -2.16860 2.49272 0.0347 0.2951 0.1216 -0.093
H 2.78794 -1.89111 2.01013 -0.0648 -0.0129 0.1486 0.090
H 1.29047 -1.25315 2.72880 0.0743 -0.2793 0.0895 0.035
H 2.08656 -2.67330 3.44075 -0.0631 0.2160 -0.3141 0.115
C 1.86810 -4.39881 1.47106 0.1340 -0.3443 -0.4680 -0.053
H 2.76628 -4.22572 0.86810 -0.0686 -0.1276 0.2019 0.090
H 2.19313 -4.70364 2.47670 -0.0622 0.2365 -0.2181 0.118
H 1.32118 -5.24583 1.05283 0.2165 0.3048 0.1512 0.069
C -0.32642 -3.11760 -2.50140 0.0903 0.2617 -0.0853 -0.088
H 0.67754 -3.35397 -2.87962 -0.2283 0.0429 0.0246 0.085
H -1.04194 -3.72534 -3.07714 0.1971 0.1954 0.2416 0.111
H -0.55009 -2.06401 -2.70284 0.0143 -0.1145 -0.0208 0.057
C -1.92293 -3.31079 -0.55783 -0.2315 0.3643 0.1998 -0.097
H -2.25147 -2.27136 -0.63342 -0.0257 -0.3868 -0.0212 0.017
H -2.55895 -3.91936 -1.22036 0.1801 0.1890 0.2639 0.115
H -2.08699 -3.62912 0.47961 0.0779 -0.0960 -0.4312 0.071
C -0.10132 -4.95452 -0.86197 0.5215 -0.1826 0.3678 -0.059
H 0.95638 -5.15873 -1.07105 -0.2441 -0.0732 0.0537 0.091
H -0.37950 -5.36243 0.11809 0.1439 0.1544 -0.3496 0.082
H -0.69157 -5.52029 -1.60146 0.0990 0.4140 0.1031 0.121
Pd 0.44428 0.16854 -0.15880 -1.8360 -0.4950 -0.1298 0.754
C 1.08032 0.85624 1.59577 3.2470 0.9607 3.4231 -0.229
O 1.92234 1.22380 2.32130 -2.0563 -0.8551 -2.4074 0.096
N -2.82614 -0.71508 -1.81628 -0.1380 0.3128 -1.4481 0.172
C -2.94207 -0.64103 -2.96947 0.7192 0.4515 0.6571 -0.126
C -2.98253 -0.30879 -4.43320 -0.1551 -0.5556 0.2183 -0.585
C -2.01872 0.84992 -4.67076 0.3429 0.4355 0.0060 -0.041
C -2.60998 -1.52477 -5.29630 -0.1119 -0.3694 0.0840 -0.035
C -4.43074 0.08589 -4.70500 -0.4771 0.2124 0.0036 -0.034
H -2.39802 1.76671 -4.21334 0.0187 -0.1862 -0.1705 0.064
H -1.01833 0.64255 -4.25876 -0.2343 -0.0268 -0.0627 0.072
H -1.88646 1.06502 -5.73665 -0.2035 -0.2445 0.0939 0.110
H -3.20870 -2.39612 -4.99705 0.1974 0.1713 -0.1328 0.100
H -2.83276 -1.32163 -6.35037 -0.0100 0.1015 0.2575 0.104
H -1.54800 -1.78471 -5.23963 -0.1011 0.0614 0.1392 0.079
H -4.53477 0.42276 -5.74210 -0.0440 -0.1346 0.1785 0.108
H -5.09178 -0.76985 -4.51741 0.0956 0.2271 -0.2194 0.106
H -4.75169 0.89678 -4.03877 0.0796 -0.1098 -0.1911 0.098
N -1.79256 0.14286 4.34907 0.9806 0.4150 -0.7742 0.217
C -0.64177 0.57800 3.77045 -0.7034 -0.5977 1.1822 -0.554
N 0.45768 0.62742 4.53912 0.0498 0.2482 -0.1406 0.215
O -0.63443 0.87510 2.53701 0.2084 -0.1495 -0.4715 -0.073
H -1.81196 -0.09224 5.33059 -0.2654 0.0952 -0.1378 0.133
H -2.63976 0.15958 3.79728 0.1173 -0.0758 0.2643 0.135
H 1.30030 1.05963 4.15983 -0.5676 -0.2872 0.6122 0.107
H 0.36999 0.47953 5.53830 0.2370 0.1030 -0.2909 0.144
```
Positions in Å, forces in eV/Å.

Its expectation value of S² is 6.051. The largest force on an atom is 4.8 eV/A. The calculation puts the HOMO-LUMO gap (spin up / spin down) at 8.220 / 4.939 eV. Its charge is +3. Its spin multiplicity is 5. The calculation puts the energy at -2355.164431 a.u. For the HOMO energy (spin up / spin down), the calculation gives -16.459 / -18.248 eV.



# C30H55N4O2P2Zn

C30H55N4O2P2Zn as an isolated structure (ωB97M-V/def2-TZVPD, OMol25).

XYZ file:
```
94
Properties=species:S:1:pos:R:3:forces:R:3:lowdin_charge:R:1
C 2.29663 -1.23488 -1.87891 1.1343 0.0499 -1.0143 -0.352
C 1.70310 0.89347 -2.75963 -1.7949 1.6824 0.3978 -0.384
C 3.22303 -1.39993 -2.91356 -0.3716 -0.8921 0.6163 -0.068
C 2.34062 0.56961 -3.98389 1.1543 -0.8437 -0.3685 -0.053
C 3.16117 -0.54641 -4.02471 -0.5579 1.1645 -0.2769 -0.069
H 3.88024 -2.27432 -2.95532 -0.3137 0.3064 0.2173 0.111
H 2.27339 1.25835 -4.82594 0.0833 -0.1195 0.2838 0.113
H 3.77020 -0.74362 -4.91303 -0.2847 -0.0073 0.3374 0.114
N 1.51573 -0.13701 -1.84138 -0.4264 -0.1467 0.5970 0.004
P 0.54365 -2.42264 0.06137 -0.0217 -1.0739 -0.6247 1.130
P 0.50802 2.59094 -0.87300 -0.2735 0.1311 -0.9567 1.095
C 2.18529 -2.32297 -0.81734 -0.2729 -0.1952 0.0614 -0.256
H 2.35002 -3.28630 -1.32307 0.0497 0.2117 0.2610 0.085
H 2.96865 -2.23719 -0.04223 -0.2889 0.2000 -0.4040 0.090
C 1.20965 2.22253 -2.51804 -1.4988 -2.1819 -0.3082 -0.288
H 0.98739 2.81067 -3.42131 0.4606 -0.0933 0.4932 0.063
C -1.38103 3.34192 -0.68969 1.0308 0.2973 -0.4988 -0.630
C 1.89807 3.85776 -0.47633 -1.1872 0.1401 0.3422 -0.663
C -0.47393 -3.66312 -1.03069 0.3779 0.1655 0.4343 -0.664
C 1.00691 -3.26217 1.72293 -0.2308 0.1909 -0.2969 -0.670
C -2.34177 2.39558 0.04498 0.4058 -0.2679 0.2833 -0.114
H -1.94669 2.01976 0.99264 -0.0740 0.2731 -0.1089 0.043
H -3.27470 2.94502 0.25340 0.2355 -0.1686 -0.1036 0.097
H -2.60780 1.51932 -0.55552 0.0114 0.1727 -0.0406 0.036
C -1.35433 4.66337 0.06580 -0.1230 0.2213 0.0955 -0.102
H -1.00806 4.53329 1.09687 -0.0525 0.0562 -0.1816 0.079
H -0.73992 5.41971 -0.43320 -0.1249 -0.1762 0.1441 0.066
H -2.38430 5.05264 0.11063 0.2242 -0.0485 0.0176 0.091
C -1.95521 3.52940 -2.07864 -0.1040 0.0536 -0.2319 -0.114
H -2.95048 3.99763 -2.01892 0.1891 -0.0390 -0.0037 0.099
H -1.32656 4.12100 -2.74997 -0.0414 0.0052 0.0967 0.088
H -2.08727 2.53862 -2.51080 0.0523 0.2568 0.0581 0.024
C 1.77261 4.40003 0.95981 0.3129 0.2476 -0.0750 -0.095
H 1.54820 3.59523 1.67444 0.0133 0.3026 -0.1435 0.063
H 2.74582 4.82673 1.23811 -0.2154 -0.0041 0.1090 0.084
H 1.03309 5.20474 1.04774 0.1561 -0.3508 0.0232 0.062
C 3.25434 3.14310 -0.59852 -0.0776 0.0221 -0.1585 -0.094
H 3.31892 2.25066 0.03723 -0.0468 0.1490 -0.1143 0.072
H 3.47223 2.86208 -1.63332 -0.0631 0.0112 0.2660 0.075
H 4.02434 3.84972 -0.26145 -0.0950 -0.1206 -0.0692 0.088
C 1.74399 4.96164 -1.54472 0.3982 0.3168 0.0009 -0.091
H 1.30172 4.60062 -2.48512 0.2350 0.1350 0.4165 0.053
H 1.13410 5.79657 -1.17995 0.1888 -0.1670 -0.0556 0.068
H 2.73539 5.35239 -1.80842 -0.1498 0.1105 0.0736 0.089
C -0.28595 -3.56260 2.50528 0.0475 0.0078 0.0834 -0.087
H 0.00016 -3.94993 3.49726 -0.1305 0.1109 -0.2693 0.095
H -0.88409 -2.65082 2.65765 0.1218 -0.2412 -0.0518 0.074
H -0.91329 -4.32841 2.02196 0.2715 0.2943 0.1408 0.068
C 1.85636 -2.25540 2.51094 -0.0745 0.1378 0.1307 -0.100
H 2.83132 -2.07401 2.04120 -0.2232 0.0036 0.0983 0.084
H 1.34759 -1.29672 2.64880 0.0924 -0.1978 -0.0352 0.040
H 2.05011 -2.67428 3.50881 -0.0258 0.0730 -0.2006 0.098
C 1.84153 -4.54554 1.57763 0.0295 -0.2513 0.0158 -0.084
H 2.72377 -4.41150 0.93747 -0.2054 0.0008 0.1435 0.085
H 2.20426 -4.82256 2.57995 -0.0390 0.1456 -0.2317 0.097
H 1.27208 -5.40619 1.21265 0.1768 0.3430 0.0891 0.060
C -0.25346 -3.28806 -2.50508 -0.0054 0.1500 -0.0371 -0.097
H 0.75634 -3.53164 -2.86246 -0.2607 0.0742 0.1179 0.089
H -0.97414 -3.83767 -3.12904 0.1682 0.0156 0.1796 0.095
H -0.43705 -2.22474 -2.68183 0.1760 -0.0910 -0.0406 0.040
C -1.95342 -3.47340 -0.66892 -0.0278 0.0366 -0.0497 -0.107
H -2.26367 -2.43811 -0.83352 0.0008 -0.4333 0.2130 0.019
H -2.55827 -4.11422 -1.32901 0.0678 0.1034 0.2340 0.098
H -2.16157 -3.73991 0.37471 0.0042 0.0042 -0.2760 0.070
C -0.09682 -5.13832 -0.85261 -0.1039 -0.2378 -0.1439 -0.092
H 0.97368 -5.33284 -1.00572 -0.2664 0.0880 0.0642 0.085
H -0.40706 -5.54269 0.11874 0.1257 0.1774 -0.2093 0.071
H -0.64108 -5.72619 -1.61011 0.1413 0.1989 0.1346 0.097
Zn -0.18890 -0.11221 -0.60025 1.5429 0.4940 0.1719 0.526
C 0.95049 0.88466 1.16321 2.2889 -1.7570 1.9953 -0.165
O 1.78242 1.05919 1.96439 -1.1516 0.4648 -2.3854 0.019
N -1.97662 -0.46614 -1.77748 -2.9458 -1.1923 -2.5068 0.160
C -2.72897 -0.69464 -2.67403 4.2063 3.2724 1.4705 0.032
C -2.90060 -0.22652 -4.17407 -0.7076 -0.3619 -0.6781 -0.544
C -1.94501 0.93479 -4.49732 0.3750 0.4535 0.6414 -0.047
C -2.42106 -1.37146 -5.05107 0.2659 -0.7296 -0.1509 -0.057
C -4.33253 0.23280 -4.45846 -0.4959 -0.1635 0.2038 -0.045
H -2.25227 1.85401 -3.98945 0.2064 -0.3808 -0.2828 0.056
H -0.90498 0.68286 -4.23404 -0.3387 0.2062 0.0853 0.085
H -1.94954 1.16677 -5.57447 -0.2980 -0.4444 0.2798 0.113
H -2.83700 -2.34960 -4.78963 0.0031 0.1591 -0.0182 0.093
H -2.64021 -1.18043 -6.10658 -0.1400 0.1337 0.2286 0.102
H -1.32713 -1.40496 -4.96926 -0.2064 -0.3192 -0.0078 0.087
H -4.45108 0.60125 -5.48852 0.3988 -0.1259 0.2928 0.102
H -5.06633 -0.57277 -4.34439 0.1528 0.0886 0.1338 0.093
H -4.60031 1.05788 -3.78519 -0.0150 -0.2140 -0.1376 0.093
N 0.44682 0.65162 4.29018 -0.2869 0.1838 0.1904 0.187
C -0.67693 0.55696 3.53779 0.0356 0.2484 -1.3673 -0.593
N -1.73989 -0.07322 4.09439 -0.1334 -0.0257 0.1818 0.177
O -0.74145 0.94890 2.33770 -0.8118 -0.4263 2.1070 -0.102
H 0.38528 0.44908 5.28052 0.2663 0.1548 -0.3637 0.121
H 1.23762 1.16598 3.91505 -0.3942 -0.2536 0.3167 0.101
H -2.61032 -0.01547 3.58500 0.1926 -0.0417 0.1850 0.121
H -1.76141 -0.30800 5.07728 -0.0930 0.0865 -0.2763 0.113
```
Positions in Å, forces in eV/Å.

The largest force on an atom is 5.5 eV/A. The calculation puts the HOMO-LUMO gap at 5.367 eV. Its charge is +1. The calculation puts the energy at -4007.394946 a.u. For the HOMO energy, the calculation gives -8.606 eV.